No. 1
Here is a molecular structure, C35H43AsLiN4O4PSSi2 in a non-equilibrium geometry from OMol25. Energies are from ωB97M-V/def2-TZVPD.

Structure (XYZ):
```
92
C35H43AsLiN4O4PSSi2 | OMol25 | ωB97M-V/def2-TZVPD
Li 0.721 0.082 1.184
O -2.103 -2.403 2.100
C -1.108 -1.689 1.978
O -0.797 -0.987 0.964
C -0.109 -1.630 3.105
C -0.389 -2.149 4.360
C 0.604 -2.109 5.324
C 1.842 -1.584 4.985
C 2.032 -1.083 3.700
N 1.065 -1.092 2.796
C 3.388 -0.536 3.229
O 4.381 -0.862 3.887
O 3.347 0.179 2.198
H -1.363 -2.576 4.546
H 0.415 -2.501 6.319
H 2.665 -1.554 5.684
C -0.282 1.303 -4.811
C 0.255 2.345 -3.826
C 0.955 1.694 -2.688
N 0.431 1.429 -1.555
N 1.230 0.827 -0.689
C 2.425 0.593 -1.126
N 3.381 -0.048 -0.455
S 2.647 1.169 -2.801
H -0.757 1.789 -5.663
H -1.011 0.666 -4.316
H 0.525 0.670 -5.172
H -0.570 2.930 -3.415
H 0.940 3.023 -4.343
H 3.304 -0.011 0.582
H 4.321 0.035 -0.805
C 0.041 -3.767 -5.377
C -0.941 -2.821 -5.128
C -1.122 -2.324 -3.852
C -0.340 -2.754 -2.780
C 0.669 -3.675 -3.058
C 0.849 -4.186 -4.330
P -0.436 -1.908 -1.112
C 0.007 -3.401 -0.137
C 1.138 -3.259 0.659
C 1.559 -4.286 1.483
C 0.854 -5.477 1.514
C -0.235 -5.650 0.676
C -0.644 -4.628 -0.163
C -2.263 -1.716 -1.114
C -3.223 -2.606 -0.655
C -4.567 -2.284 -0.737
C -4.975 -1.077 -1.279
C -4.022 -0.166 -1.703
C -2.680 -0.483 -1.612
H 0.176 -4.169 -6.373
H -1.575 -2.470 -5.934
H -1.906 -1.600 -3.672
H 1.311 -4.013 -2.255
H 1.624 -4.920 -4.510
H 1.680 -2.324 0.632
H 2.429 -4.149 2.108
H 1.159 -6.273 2.181
H -0.773 -6.591 0.676
H -1.463 -4.794 -0.849
H -2.938 -3.527 -0.174
H -5.308 -2.980 -0.364
H -6.029 -0.836 -1.349
H -4.326 0.799 -2.088
H -1.929 0.241 -1.898
C 2.495 5.607 2.124
Si 1.991 4.066 1.047
C 1.181 4.920 -0.487
C 3.686 3.417 0.397
As 0.890 2.542 2.352
Si -1.268 3.223 2.033
C -2.362 2.242 3.279
C -2.169 3.005 0.344
C -1.648 5.079 2.461
H 3.110 6.355 1.623
H 3.040 5.251 2.996
H 1.596 6.102 2.485
H 1.828 5.636 -0.992
H 0.279 5.444 -0.185
H 0.887 4.168 -1.214
H 4.505 4.125 0.508
H 3.633 3.141 -0.654
H 3.941 2.522 0.959
H -2.426 1.208 2.952
H -3.376 2.623 3.390
H -1.893 2.244 4.263
H -2.212 1.950 0.098
H -1.600 3.497 -0.440
H -3.183 3.402 0.321
H -1.213 5.342 3.422
H -2.709 5.314 2.498
H -1.191 5.725 1.717
```

Results
* molecular weight: 784.8 Da
* total energy: -5441.5828 Ha
* charge: -2
* gap between HOMO and LUMO: 0.1850 Ha
* E_HOMO: -0.03708 Ha
* LUMO energy: 4.026 eV
* strongest force on any atom: 1.71 eV Å⁻¹

Löwdin population analysis, charges in e, atoms 1 to 5: number 1, Li, carries 0.3908; number 2, O, carries 0.0370; number 3, C, carries -0.6216; number 4, O, carries -0.2389; number 5, C, carries -0.1937

No. 2
Here is a molecular structure, C17H18BN7O3RuS in a non-equilibrium geometry from OMol25. Energies are from ωB97M-V/def2-TZVPD.

Structure (XYZ):
```
48
C17H18BN7O3RuS | OMol25 | ωB97M-V/def2-TZVPD
H -0.474 -2.745 1.391
N 0.923 -1.467 0.435
B 2.910 -0.690 -0.897
N 2.123 -1.770 -0.168
C 2.416 -3.073 0.005
Ru 0.137 1.053 0.285
H 3.301 -3.553 -0.377
C 1.384 -3.658 0.713
H 1.339 -4.691 0.983
C 0.472 -2.603 0.940
H 3.913 -1.140 -1.367
C -0.723 2.642 1.141
H -1.472 2.329 1.911
H -1.148 3.195 0.254
H 0.083 3.357 1.427
N 3.090 0.443 0.113
N 1.970 -0.134 -1.962
N 2.040 1.156 0.768
N 0.794 0.544 -1.646
C 4.266 0.862 0.570
C 2.088 -0.135 -3.281
H 5.144 0.454 0.144
H 2.973 -0.599 -3.690
C 4.066 1.842 1.527
C 1.016 0.521 -3.840
C 2.682 2.003 1.646
C 0.185 0.923 -2.825
H 4.824 2.377 2.047
H 0.867 0.694 -4.895
H 2.098 2.576 2.362
H -0.739 1.451 -2.768
H 0.994 1.677 -1.233
O -3.207 -3.123 2.748
S -3.474 -2.607 1.439
O -4.009 -3.497 0.423
N -2.223 -1.691 0.865
C -2.475 -0.412 0.675
O -1.616 0.413 0.161
C -3.863 -0.075 1.120
C -4.546 1.149 1.125
C -5.847 1.211 1.641
C -6.495 0.061 2.120
C -5.842 -1.178 2.072
C -4.538 -1.200 1.568
H -4.028 2.018 0.719
H -6.367 2.171 1.675
H -7.502 0.131 2.526
H -6.320 -2.092 2.425
```

Results
* molecular weight: 512.3 Da
* total energy: -1784.7670 Ha
* 2S+1: 5
* ΔE to the lowest compared entry with this formula, charge and spin: 68.8 kcal/mol
* charge: +2
* gap between HOMO and LUMO (alpha / beta): 0.2678 / 0.1282 Ha
* expectation value of S²: 6.047
* E_HOMO (alpha / beta): -0.52612 / -0.52559 Ha
* LUMO energy (alpha / beta): -7.030 / -10.813 eV
* strongest force on any atom: 4.77 eV Å⁻¹

Löwdin population analysis, charges in e, atoms 1 to 5: number 1, H, carries 0.0642; number 2, N, carries 0.0220; number 3, B, carries -0.5216; number 4, N, carries -0.0466; number 5, C, carries -0.0501

No. 3
Here is a gas-phase ion, C3H9N4 (charge +1) in a non-equilibrium geometry from OMol25. Energies are from ωB97M-V/def2-TZVPD.

Structure (XYZ):
```
16
C3H9N4 | OMol25 | ωB97M-V/def2-TZVPD
C -0.977 0.821 -0.207
C -1.361 0.788 -1.482
C 0.846 0.615 1.361
N 0.050 0.099 0.463
N 1.769 -0.060 2.075
N 0.146 -1.242 0.114
N -0.885 0.009 -2.455
H -1.712 1.215 0.544
H -2.251 1.348 -1.816
H 0.608 1.564 1.743
H 2.370 0.200 2.792
H 2.035 -1.121 1.847
H 0.849 -1.774 0.376
H -0.782 -1.712 0.309
H 0.039 -0.595 -2.250
H -1.108 0.179 -3.432
```

Results
* molecular weight: 101.1 Da
* total energy: -338.4108 Ha
* ΔE to the lowest compared entry with this formula, charge and spin: 69.1 kcal/mol
* charge: +1
* gap between HOMO and LUMO: 0.3285 Ha
* E_HOMO: -0.45132 Ha
* LUMO energy: -3.342 eV
* strongest force on any atom: 6.72 eV Å⁻¹

Löwdin population analysis, charges in e, atoms 1 to 5: number 1, C, carries -0.1186; number 2, C, carries -0.2056; number 3, C, carries -0.0818; number 4, N, carries -0.1389; number 5, N, carries 0.1644

Q: Among the records above, which one has the lowest total energy?
A: C35H43AsLiN4O4PSSi2

Q: Which formula does entry 2 have?
A: C17H18BN7O3RuS

Q: Look up the charge of the second one.
A: +2